1.
Computed, not measured: 2 unconnected molecules or ions with the total composition C6H11N2O2 at a distorted geometry, with ωB97M-V with the def2-TZVPD basis set.

As for the net charge: -1. Its multiplicity is 1. The LUMO energy (alpha / beta) is 2.02 / 2.02 eV. As for the relative energy (zero: lowest compared OMol25 entry of this formula, charge and spin): 4.941 eV.

Each line ends with the Mulliken charge.
Positions of all 21 atoms, in Å:
C  -0.99836  -0.97930  -0.83954  -0.8186
C  -1.28564  0.45487  -0.19852  -0.3138
C  0.40240  -1.39969  -0.52613  -0.4673
C  -0.31586  1.50999  -0.76526  -0.2155
C  1.21541  -0.30143  -0.00125  -0.2529
C  1.08507  1.00580  -0.60746  0.0542
N  -0.30439  -0.37932  2.83738  -0.0361
N  2.01255  1.75856  -0.89167  -0.7366
O  3.29533  1.56793  -0.80595  -0.7067
O  -0.91808  -1.43191  3.04511  -0.2591
H  -1.79695  -1.60840  -0.65243  0.4903
H  -1.19054  -0.88567  -1.87411  0.3372
H  -2.30274  0.86219  -0.50560  0.3369
H  -1.29784  0.41733  0.89024  -0.0740
H  0.30850  -2.15356  0.29277  0.1940
H  0.87522  -2.03740  -1.31931  0.3134
H  -0.65857  1.56419  -1.81537  0.1406
H  -0.55104  2.61789  -0.30336  0.1888
H  1.11036  -0.30638  1.09656  0.2237
H  2.28437  -0.74730  -0.04897  0.3614
H  -0.96921  0.47162  2.99288  0.2401

Force components x, y, z for each atom (eV/Å):
-0.12 3.30 0.10
-1.39 0.16 -1.12
-1.07 -3.42 0.36
-1.41 1.29 0.63
3.82 -2.14 1.64
-2.06 -1.27 0.66
-1.74 -1.84 1.10
2.88 4.51 -1.90
-0.18 -1.07 0.45
1.25 2.77 -0.50
-1.35 -1.85 1.46
0.41 0.71 -1.67
0.76 -0.95 0.47
0.13 -0.10 -0.02
0.16 0.27 -0.25
-0.35 1.01 0.14
0.51 0.34 0.05
0.75 -2.58 -0.89
-0.29 0.44 -0.26
-1.14 1.46 -0.23
0.44 -1.03 -0.22



2.
Computed, not measured: 2 unconnected molecules or ions with the total composition C7H14N2 at a distorted geometry, with ωB97M-V with the def2-TZVPD basis set.

The SMILES is Cc1c[nH]cn1.CCC. Its multiplicity is 1. The LUMO energy is 0.79 eV. As for the relative energy (zero: lowest compared OMol25 entry of this formula, charge and spin): 0.425 eV.

Each line ends with the Mulliken charge.
Positions of all 23 atoms, in Å:
C  -2.31601  -1.49474  -2.06076  -1.1226
C  -1.75719  -0.12897  -1.81268  0.8157
C  -0.60005  0.44040  -2.24917  -0.6917
N  -0.48349  1.62570  -1.56288  0.0094
C  -1.55243  1.71889  -0.74864  -0.2637
N  -2.33234  0.68059  -0.86526  -0.6104
H  -1.53798  -2.25090  -2.04105  0.2915
H  -2.83355  -1.60891  -3.01999  0.2751
H  -3.10123  -1.65568  -1.33187  0.3296
H  0.17909  0.04603  -2.88455  0.3738
H  0.27952  2.25827  -1.72893  0.1736
H  -1.67209  2.57345  -0.10560  0.4172
C  1.81141  0.66098  2.81998  -1.2054
C  1.00608  -0.01487  1.67963  0.1794
C  1.75266  -1.22421  1.11435  -1.2947
H  1.79486  1.73701  2.71938  0.3442
H  2.83874  0.29019  2.76682  0.3146
H  1.54548  0.33610  3.82339  0.3086
H  -0.07099  -0.15993  1.80706  0.4155
H  1.06879  0.75190  0.90289  -0.0681
H  1.15195  -1.87212  0.47050  0.2939
H  2.55442  -0.86303  0.46623  0.3456
H  2.27438  -1.84618  1.84117  0.3690

Force components x, y, z for each atom (eV/Å):
-0.42 0.33 -0.63
0.10 -0.41 0.31
0.15 -0.36 -0.10
0.65 -0.37 -0.77
0.09 0.42 0.09
-0.38 0.16 0.18
-0.03 -0.19 0.27
0.24 0.27 -0.09
0.17 -0.32 0.37
-0.11 0.23 -0.05
-0.19 0.25 0.35
-0.23 -0.02 0.12
-0.10 -1.24 0.10
0.79 0.82 -0.46
0.19 -0.19 -0.53
0.01 0.21 0.29
0.14 0.40 -0.36
-0.54 0.24 0.12
0.28 -0.18 0.57
-0.35 -0.16 -0.32
-0.17 0.07 0.22
0.07 0.08 0.00
-0.36 -0.04 0.34



3.
Computed, not measured: a gas-phase ion, C4H6IN2 (charge +1) at a distorted geometry, with ωB97M-V with the def2-TZVPD basis set.

As for the net charge: +1. The SMILES is C/[N+](CI)=c1/cn1. Its multiplicity is 1. The LUMO energy is -5.35 eV. As for the relative energy (zero: lowest compared OMol25 entry of this formula, charge and spin): 4.398 eV.

Each line ends with the Mulliken charge.
Positions of all 13 atoms, in Å:
C  -0.57834  1.38214  0.49286  -0.8097
N  -0.08989  -0.02151  0.11778  0.0672
C  0.90980  -0.60536  1.02671  -1.0766
I  2.54503  0.50690  2.36552  0.1938
C  -0.45399  -0.44247  -1.07659  0.5420
C  -0.50950  -1.33516  -2.08911  -0.0238
N  -1.18002  -0.21574  -2.30862  -0.2842
H  -0.03367  1.71071  1.44497  0.2819
H  -1.70207  1.39824  0.77074  0.3113
H  -0.34970  2.10154  -0.34422  0.3510
H  1.39855  -1.21499  0.33044  0.4862
H  0.41422  -0.95762  1.81934  0.5902
H  -0.37043  -2.30668  -2.54980  0.3708

Force components x, y, z for each atom (eV/Å):
-0.80 0.67 1.07
-1.40 3.42 -1.26
1.53 1.98 -2.24
-1.55 -0.61 -1.76
0.73 0.73 1.44
-1.00 0.19 -1.01
1.64 -1.25 2.36
-0.61 -0.59 -1.59
1.83 -0.27 -0.79
-0.31 -0.85 0.92
1.40 -1.63 0.23
-1.62 -1.98 2.73
0.15 0.19 -0.11



4.
Computed, not measured: a molecular structure, C28H49BrNO3P3Sr at a distorted geometry, with ωB97M-V with the def2-TZVPD basis set.

As for the net charge: +2. Its multiplicity is 1. The LUMO energy is -9.16 eV.

Each line ends with the Mulliken charge.
Positions of all 86 atoms, in Å:
N  5.86524  -1.31829  -0.00384  -0.5091
C  5.02201  -2.02786  0.74714  -0.4956
C  3.66829  -2.20272  0.41729  -0.0702
C  3.19826  -1.71203  -0.82580  1.6026
C  4.10082  -0.94172  -1.60458  -0.5893
C  5.43533  -0.79812  -1.15459  -0.6080
C  1.85585  -1.98303  -1.31151  -1.7557
Sr  0.45473  -0.68511  0.79896  1.7967
P  -2.26170  0.39076  -0.17730  0.6537
C  1.24229  -1.23965  -2.28835  0.2455
C  -0.05390  -1.55466  -2.84309  0.5703
C  -0.49656  -0.89417  -4.01739  -0.5811
C  -1.67019  -1.26364  -4.64602  -0.6572
C  -2.49432  -2.22551  -4.04058  -0.3183
C  -2.09814  -2.89017  -2.87508  -0.6296
C  -0.90060  -2.52714  -2.25040  -0.0510
Br  -4.15680  -2.68163  -4.84990  -0.0671
H  1.35231  -2.84466  -0.87025  0.7795
H  1.70961  -0.34558  -2.69415  0.0983
H  3.02211  -2.76937  1.08790  0.0452
H  3.81359  -0.52553  -2.55612  0.5964
H  5.42056  -2.47161  1.66507  0.3751
H  6.14370  -0.22655  -1.75911  0.4046
H  0.14304  -0.11518  -4.44986  0.4224
H  -0.60528  -3.04834  -1.33633  0.3586
H  -1.95633  -0.82191  -5.60258  0.4559
H  -2.71214  -3.69679  -2.47503  0.4996
P  1.38110  2.45317  0.02971  1.1034
C  -3.12914  -1.16389  0.36891  -0.0945
C  -4.48831  -1.49184  -0.23708  -1.4958
H  -3.21819  -1.12086  1.46430  0.5531
H  -2.43003  -1.99097  0.14823  0.1708
H  -4.84439  -2.43623  0.19696  0.4534
H  -5.25605  -0.74435  -0.00146  0.2625
H  -4.43542  -1.64898  -1.32067  0.2292
C  -2.89284  0.67107  -1.88893  0.3747
C  -4.22671  1.38716  -2.05920  -1.5282
H  -2.92223  -0.30239  -2.39620  -0.6763
H  -2.09076  1.23867  -2.39024  0.2008
H  -4.42641  1.52001  -3.13023  0.4628
H  -5.07627  0.81157  -1.67263  0.2280
H  -4.22473  2.38516  -1.61499  0.3238
C  -2.98208  1.74924  0.84796  -0.2579
C  -4.42133  1.59901  1.32194  -1.5147
H  -2.87564  2.67812  0.26806  0.4403
H  -2.30068  1.84977  1.71163  0.1269
H  -4.68076  2.45880  1.94888  0.4612
H  -5.14288  1.60394  0.49585  0.2554
H  -4.56942  0.70713  1.93751  0.3017
C  1.37429  3.60638  1.47811  -0.9785
C  -0.00207  3.85268  2.08882  -0.9654
H  1.83850  4.55646  1.17747  0.5158
H  2.03874  3.15246  2.23098  0.3388
H  0.08032  4.54547  2.93434  0.4073
H  -0.71246  4.29383  1.38102  0.3496
H  -0.42394  2.91862  2.48002  -0.0531
C  0.59482  3.52601  -1.27013  -0.8766
C  0.56993  2.88757  -2.66067  -1.0250
H  1.12402  4.48994  -1.30362  0.5700
H  -0.42990  3.73547  -0.92455  0.3270
H  0.01456  3.52726  -3.35747  0.4469
H  1.57712  2.76214  -3.07736  0.3490
H  0.07206  1.90876  -2.63167  -0.0746
C  3.16414  2.61052  -0.43801  -0.6011
C  4.12727  2.06228  0.61420  -1.2937
H  3.38283  3.67096  -0.63200  0.5138
H  3.29113  2.07297  -1.39138  0.2644
H  5.14589  2.03569  0.21196  0.3962
H  4.16229  2.68066  1.51871  0.3551
H  3.86912  1.03367  0.89749  0.2008
C  1.01142  -4.66336  1.62498  -0.9622
O  0.22964  -3.43625  1.72024  0.2328
P  -0.44932  -3.28434  3.23279  0.4261
O  0.87997  -3.08744  4.07452  -0.1934
C  1.14906  -2.33612  5.25585  -0.6451
O  0.77669  -0.11206  2.89278  -0.8496
C  0.20690  0.71546  3.86100  -0.7516
H  1.34773  -4.76333  0.59273  0.3427
H  0.40877  -5.52168  1.90584  0.3547
H  1.88215  -4.61721  2.28303  0.4358
H  0.25556  -1.84368  5.66672  0.3603
H  1.55532  -3.04742  5.98762  0.3151
H  1.89741  -1.58053  5.03664  0.2685
H  0.18957  0.20629  4.82729  0.1634
H  0.84297  1.60148  3.97630  0.2576
H  -0.83111  1.04725  3.62261  0.1250

Force components x, y, z for each atom (eV/Å):
0.12 -0.32 -0.07
-0.55 0.40 -0.13
0.36 0.10 -0.79
1.38 0.72 0.31
0.80 -0.69 1.09
-1.41 0.00 0.00
-0.64 1.04 -1.12
0.39 0.83 -0.77
-0.41 -0.14 -0.11
0.49 -0.84 1.31
-1.47 -0.16 -0.13
0.72 -0.32 0.48
-0.54 -0.19 0.12
0.23 -0.19 -0.35
0.22 0.29 0.17
-0.07 0.20 -0.93
0.49 0.13 0.24
0.06 -0.03 -0.27
0.21 -0.20 0.07
0.09 -0.02 -0.17
0.01 -0.06 -0.13
-0.06 0.25 -0.30
-0.09 -0.21 0.28
-0.26 -0.37 0.07
-0.09 0.06 -0.31
0.01 -0.05 0.40
0.07 0.32 -0.03
0.32 0.53 -0.04
0.12 0.14 0.13
-0.40 -0.49 0.17
0.06 0.06 -0.08
-0.18 0.09 0.00
0.02 0.15 -0.14
0.34 -0.11 -0.16
-0.01 0.19 0.19
0.44 0.06 -0.12
-0.34 0.00 -0.37
0.10 0.18 0.21
-0.31 -0.11 0.07
0.10 0.02 0.18
0.28 0.18 0.05
-0.04 -0.14 0.03
0.28 -0.07 0.10
-0.36 0.34 0.13
0.11 -0.21 0.10
-0.30 0.05 -0.25
0.05 -0.13 -0.02
0.25 -0.16 0.21
-0.01 0.05 -0.16
0.07 -0.17 0.10
-0.09 0.00 0.22
-0.06 -0.21 -0.03
-0.20 0.15 -0.18
-0.03 -0.11 -0.15
0.14 -0.10 0.06
0.01 0.24 -0.16
-0.07 -0.15 0.20
-0.10 0.09 -0.07
-0.09 -0.23 0.10
0.23 -0.05 -0.15
0.10 -0.17 0.11
-0.17 -0.02 0.14
0.11 0.10 -0.04
-0.06 -0.03 -0.20
0.22 -0.10 -0.06
-0.10 -0.21 -0.01
0.05 0.13 0.23
-0.15 0.00 0.09
-0.12 -0.16 -0.20
0.02 0.11 0.05
1.03 -0.68 -0.34
-1.52 0.11 2.30
3.23 1.43 -0.66
-2.06 -0.61 -2.10
0.08 0.16 2.03
-0.83 -0.91 0.08
0.18 0.16 0.05
-0.18 0.03 0.12
-0.18 -0.10 -0.13
-0.11 0.15 -0.12
0.20 -0.35 -0.29
-0.16 0.27 -0.21
-0.03 -0.07 -0.42
-0.19 0.18 0.20
-0.23 0.10 0.13
0.50 -0.17 0.11



5.
Computed, not measured: 3 unconnected molecules or ions with the total composition C2H9O3, with ωB97M-V with the def2-TZVPD basis set.

As for the net charge: -1. Its multiplicity is 1. The LUMO energy is 4.26 eV. As for the relative energy (zero: lowest compared OMol25 entry of this formula, charge and spin): 0.142 eV.

Each line ends with the Mulliken charge.
Positions of all 14 atoms, in Å:
C  1.66179  0.86512  0.91137  -0.3089
O  0.30182  0.69065  1.15080  -0.5691
C  2.01772  1.05698  -0.56458  -0.8908
H  2.01150  1.72799  1.48299  0.2953
H  2.23691  0.00234  1.29224  0.2139
H  1.45272  1.87729  -0.98285  0.2521
H  3.07959  1.32331  -0.62507  0.3497
H  1.83898  0.12883  -1.08804  0.2039
H  -2.14230  -1.00957  -0.41072  0.4466
H  -3.20703  -1.92286  -1.05769  0.2700
O  -3.13595  -1.12324  -0.53204  -0.7067
H  -0.44803  -1.00256  -1.53453  0.1814
H  -0.04075  -0.00584  0.50100  0.4007
O  -0.49694  -1.05175  -0.57498  -1.1380

Force components x, y, z for each atom (eV/Å):
0.04 -0.31 -0.07
0.00 0.28 0.21
0.53 0.06 0.75
-0.06 0.19 0.10
0.06 0.00 -0.05
-0.33 0.12 -0.25
0.04 -0.09 -0.13
-0.18 -0.07 -0.33
0.36 -0.17 -0.26
0.12 -0.02 0.04
-0.47 0.12 0.12
0.10 0.20 0.10
-0.03 -0.04 -0.40
-0.18 -0.25 0.15



6.
Computed, not measured: C12H10ClN5 in the gas phase at a distorted geometry, with ωB97M-V with the def2-TZVPD basis set.

The SMILES is Cc1ccc(Nc2ncnc3nc[nH]c23)cc1Cl. Its multiplicity is 1. The LUMO energy is 0.47 eV.

Each line ends with the Mulliken charge.
Positions of all 28 atoms, in Å:
C  4.80291  0.01806  0.48308  -1.6025
C  3.39687  0.49882  0.32097  0.6117
C  2.99538  1.75216  0.76960  -0.6252
C  1.69416  2.19200  0.63553  -0.8357
C  0.73462  1.37871  0.03274  0.4941
N  -0.56996  1.83324  -0.08517  -0.0756
C  -1.72283  1.10113  -0.18392  0.0151
N  -2.77407  1.75498  -0.67443  -0.7177
C  -3.94550  1.13656  -0.75707  -0.2432
N  -4.23924  -0.09038  -0.39699  -0.5694
C  -3.21628  -0.76450  0.12361  0.8278
N  -3.22648  -2.02858  0.63456  -0.6653
C  -2.02095  -2.23885  1.06245  -0.2137
N  -1.17432  -1.19081  0.87450  -0.0555
C  -1.91194  -0.21116  0.25749  0.3899
C  1.12693  0.13767  -0.46699  -0.8384
C  2.43373  -0.28752  -0.30555  0.5249
Cl  2.86630  -1.84923  -0.92239  -0.2222
H  4.82200  -0.91821  1.03957  0.3532
H  5.40321  0.75416  1.01010  0.3718
H  5.25256  -0.17049  -0.49117  0.3507
H  3.72359  2.39433  1.24182  0.3140
H  1.41022  3.16803  0.99863  0.4091
H  -0.71035  2.82518  -0.21901  0.2984
H  -4.75212  1.72571  -1.17188  0.3887
H  -1.70237  -3.15106  1.52869  0.4277
H  -0.20027  -1.13991  1.12742  0.1914
H  0.43021  -0.47545  -1.01652  0.6957

Force components x, y, z for each atom (eV/Å):
0.00 -0.02 -0.01
0.02 -0.15 -0.07
-0.10 -0.08 -0.13
-0.12 -0.06 -0.04
0.45 -0.24 0.09
-0.10 0.44 -0.03
-0.30 -0.10 0.08
0.57 0.23 -0.02
-0.23 0.02 -0.03
-0.36 -0.48 0.08
1.04 0.76 -0.04
-0.53 -0.45 0.02
0.09 0.06 0.03
0.33 -0.03 0.17
-0.89 0.06 -0.32
-0.07 0.13 -0.07
0.00 0.28 0.18
0.01 -0.10 -0.05
0.10 -0.05 0.02
0.05 0.04 0.03
0.10 -0.04 -0.01
0.08 0.06 0.06
-0.05 0.10 0.09
-0.03 -0.13 -0.04
-0.08 0.06 -0.03
0.17 -0.16 0.11
-0.12 -0.08 0.00
-0.03 -0.06 -0.06